Record 1
DFT (ωB97M-V with the def2-TZVPD basis set) results for a single C2H4ClFO2 molecule in a non-equilibrium geometry.

```
10
Properties=species:S:1:pos:R:3:mulliken_charge:R:1
C 0.15376 1.35234 -0.47817 -0.56
C -0.28595 -1.02907 0.24771 0.69
O 0.26688 -1.82981 1.09754 -0.49
O 0.59931 0.37179 0.33814 -0.42
F -0.23472 -1.36794 -1.05774 -0.21
Cl -1.91501 -0.59548 0.62334 -0.12
H 1.07906 1.88109 -0.86409 0.20
H -0.31874 2.12070 0.18012 0.20
H -0.66583 0.93865 -1.24702 0.30
H 1.32123 -1.84226 1.16016 0.40
```

As for the SMILES: CO[C@](O)(F)Cl. For the relative energy (zero: lowest compared OMol25 entry of this formula, charge and spin), the calculation gives 35.9 kcal per mole. Its spin multiplicity is 1. As for the highest occupied orbital energy: -9.914 eV. For the total energy, the calculation gives -789.0852 Ha.

Record 2
DFT (ωB97M-V with the def2-TZVPD basis set) results for a single C2H4ClIO2S molecule in a non-equilibrium geometry.

```
11
Properties=species:S:1:pos:R:3:mulliken_charge:R:1
C -0.00716 0.62553 0.01167 -0.62
C -1.43604 -0.03460 0.23806 -0.45
O 1.06599 -1.37416 -1.34675 -0.54
O 1.32607 -1.49110 1.10916 -0.54
S 1.24036 -0.65551 -0.07839 0.83
Cl -2.72507 1.14241 -0.13342 -0.18
I 3.26674 0.66058 -0.16996 0.01
H -0.06817 0.92316 -1.05317 0.36
H 0.43824 1.34263 0.69476 0.47
H -1.77602 -0.28818 1.24647 0.32
H -1.32494 -0.85076 -0.51842 0.33
```

As for the SMILES: O=S(=O)(I)CCCl. For the relative energy (zero: lowest compared OMol25 entry of this formula, charge and spin), the calculation gives 0.0 kcal per mole. Its spin multiplicity is 1. As for the highest occupied orbital energy: -10.468 eV. For the total energy, the calculation gives -1385.1204 Ha.

Record 3
DFT (ωB97M-V with the def2-TZVPD basis set) results for a single C2H4ClN molecule in a non-equilibrium geometry.

```
8
Properties=species:S:1:pos:R:3:lowdin_spin:R:1
C 0.19571 -0.45296 0.21634 0.59
C -0.27032 0.77471 -0.50075 0.11
N 0.91098 -0.57203 1.24573 1.02
Cl -2.05938 0.63242 -0.68037 0.09
H -0.07037 -1.49074 -0.26970 0.10
H 0.09620 1.71325 0.10402 0.01
H 0.04486 0.91118 -1.57700 0.02
H 1.15232 -1.51584 1.46174 0.05
```

For the relative energy (zero: lowest compared OMol25 entry of this formula, charge and spin), the calculation gives 21.0 kcal per mole. Its spin multiplicity is 3. As for the highest occupied orbital energy (alpha / beta): -5.880 / -10.466 eV. For the total energy, the calculation gives -593.3583 Ha.

Record 4
DFT (ωB97M-V with the def2-TZVPD basis set) results for a gas-phase ion, C2H4ClN2 (charge +1) in a non-equilibrium geometry.

```
9
Properties=species:S:1:pos:R:3:mulliken_charge:R:1
C 2.17592 -0.23476 -0.12374 0.69
C -0.18240 0.37272 0.88081 -0.57
N 0.88436 -0.27592 0.18555 0.04
N 1.40855 -0.49140 -1.26949 -0.37
Cl 3.72911 -0.01663 0.40467 0.06
H -0.98222 -0.29456 1.26172 0.26
H 0.23499 1.05287 1.67006 0.32
H -0.69912 0.99669 0.11312 0.30
H 1.35612 0.18749 -1.94598 0.28
```

As for the SMILES: CN1[NH+]=C1Cl. For the relative energy (zero: lowest compared OMol25 entry of this formula, charge and spin), the calculation gives 76.7 kcal per mole. Its spin multiplicity is 1. As for the charge: +1. As for the highest occupied orbital energy: -15.541 eV. For the total energy, the calculation gives -647.8818 Ha.

Record 5
DFT (ωB97M-V with the def2-TZVPD basis set) results for 2 unconnected molecules or ions with the total composition C2H4ClN2 in a non-equilibrium geometry.

```
9
Properties=species:S:1:pos:R:3:mulliken_charge:R:1
C 0.05387 -0.75538 1.43627 0.15
C -0.66933 0.76740 -2.45597 0.01
N 0.52947 0.19819 0.81966 -0.22
N 0.04831 0.27980 -1.70835 -0.32
Cl 0.38639 -1.12947 3.06728 -0.03
H -0.68369 -1.46901 0.96285 0.31
H -1.31706 1.23245 -3.12695 0.37
H 0.58030 0.05325 -0.37390 0.50
H 1.07173 0.82276 1.37913 0.23
```

For the relative energy (zero: lowest compared OMol25 entry of this formula, charge and spin), the calculation gives 2.9 kcal per mole. Its spin multiplicity is 1. As for the charge: +1. As for the highest occupied orbital energy: -16.563 eV. For the total energy, the calculation gives -647.9993 Ha.

Record 6
DFT (ωB97M-V with the def2-TZVPD basis set) results for a gas-phase ion, C2H4ClN2 (charge +1) in a non-equilibrium geometry.

```
9
Properties=species:S:1:pos:R:3:mulliken_charge:R:1
C -0.90951 -1.55040 -0.02478 -0.12
C 0.67514 0.34143 0.06631 0.55
N -0.25623 -0.53737 0.32541 -0.17
N 0.38332 1.77162 0.01494 -0.35
Cl 2.22589 -0.31920 -0.18988 -0.01
H -1.43043 -1.73179 -0.94546 0.28
H -1.24140 -2.28436 0.60496 0.30
H -0.59149 2.04968 -0.21449 0.28
H 1.14472 2.26039 0.36299 0.25
```

As for the SMILES: C=NC(=[NH2+])Cl. For the relative energy (zero: lowest compared OMol25 entry of this formula, charge and spin), the calculation gives 13.7 kcal per mole. Its spin multiplicity is 1. As for the charge: +1. As for the highest occupied orbital energy: -15.828 eV. For the total energy, the calculation gives -647.9821 Ha.

Record 7
DFT (ωB97M-V with the def2-TZVPD basis set) results for a single C2H4ClN2P molecule in a non-equilibrium geometry.

```
10
Properties=species:S:1:pos:R:3:lowdin_spin:R:1
C 1.08573 0.16163 -0.03092 0.09
C 0.07106 -0.48399 0.87351 0.64
N 0.68500 0.56664 -1.32503 0.28
N -1.69551 0.00498 -0.47520 0.66
P -0.84710 0.62874 -1.70216 0.09
Cl 0.31279 -2.15134 0.96520 0.17
H 1.33096 1.18022 0.38098 0.02
H 1.93618 -0.47351 -0.22895 0.01
H -0.51390 -0.11906 1.72287 0.02
H -2.36521 0.68567 -0.18029 0.02
```

For the relative energy (zero: lowest compared OMol25 entry of this formula, charge and spin), the calculation gives 60.1 kcal per mole. Its spin multiplicity is 3. As for the highest occupied orbital energy (alpha / beta): -7.105 / -9.738 eV. For the total energy, the calculation gives -989.4873 Ha.

Record 8
DFT (ωB97M-V with the def2-TZVPD basis set) results for a single C2H4ClNO molecule in a non-equilibrium geometry.

```
9
Properties=species:S:1:pos:R:3:mulliken_charge:R:1
C -1.01335 -0.18876 0.56756 0.15
C 0.29231 -0.01885 -0.21651 -0.46
N 0.31070 -0.41088 -1.59530 -0.37
O -2.02683 -0.54088 0.04772 -0.47
Cl 1.28713 0.86220 -2.53978 -0.12
H -0.95143 0.01588 1.68123 0.32
H 0.65264 0.87310 -0.00213 0.40
H 1.00541 -0.79275 0.21633 0.24
H -0.57858 -0.55067 -1.91402 0.32
```

As for the SMILES: O=CCNCl. For the relative energy (zero: lowest compared OMol25 entry of this formula, charge and spin), the calculation gives 60.1 kcal per mole. Its spin multiplicity is 1. As for the highest occupied orbital energy: -9.786 eV. For the total energy, the calculation gives -668.7084 Ha.

Record 9
DFT (ωB97M-V with the def2-TZVPD basis set) results for 2 unconnected molecules or ions with the total composition C2H4ClNO3 in a non-equilibrium geometry.

```
11
Properties=species:S:1:pos:R:3:lowdin_spin:R:1
C -0.24754 0.20712 -1.02799 0.04
C 0.53824 -0.49049 0.08419 0.46
N 0.43517 0.18770 1.42773 0.24
O 1.38111 0.15138 2.15849 0.32
O -0.60353 0.69730 1.69241 0.20
O -1.62730 -0.02653 -0.88796 0.04
Cl 2.25329 -0.83593 -0.28927 0.17
H 0.09972 -0.14163 -2.15892 0.01
H 0.06158 1.24003 -0.96998 0.02
H -0.21046 -1.82002 0.53636 0.50
H -2.08027 0.83108 -0.56507 0.00
```

For the relative energy (zero: lowest compared OMol25 entry of this formula, charge and spin), the calculation gives 143.1 kcal per mole. Its spin multiplicity is 3. As for the highest occupied orbital energy (alpha / beta): -6.718 / -10.734 eV. For the total energy, the calculation gives -818.9153 Ha.

Record 10
DFT (ωB97M-V with the def2-TZVPD basis set) results for a single C2H4ClNS molecule in a non-equilibrium geometry.

```
9
Properties=species:S:1:pos:R:3:mulliken_charge:R:1
C 0.74490 -1.30910 0.97308 0.15
C -0.19093 0.49529 -0.35100 -0.68
N -0.25199 -0.64036 0.46513 -0.05
S 2.28422 -0.84318 0.78877 -0.40
Cl -1.96895 -1.34428 0.67678 -0.08
H 0.47444 -2.34192 1.35637 0.24
H -0.70699 1.48803 -0.06011 0.25
H 0.85588 0.58906 -0.34439 0.27
H -0.44703 0.20963 -1.40784 0.30
```

As for the SMILES: CN(Cl)C=S. For the relative energy (zero: lowest compared OMol25 entry of this formula, charge and spin), the calculation gives 49.0 kcal per mole. Its spin multiplicity is 1. As for the highest occupied orbital energy: -8.763 eV. For the total energy, the calculation gives -991.6621 Ha.

What is the relative energy (zero: lowest compared OMol25 entry of this formula, charge and spin) in the fourth record? 76.7 kcal per mole

Which value of spin multiplicity does entry 9 give? 3

Which of these has the lowest relative energy (zero: lowest compared OMol25 entry of this formula, charge and spin)? C2H4ClIO2S